{
  "formula": "C4H5ClN2",
  "method": "the ωB97M-V functional and the def2-TZVPD basis",
  "symbols": ["C", "C", "C", "C", "N", "N", "Cl", "H", "H", "H", "H", "H"],
  "coordinates": [[0.17063, 0.42924, 0.20845], [1.42686, 0.05863, -0.08835], [-0.39280, -1.75060, -0.59947], [-0.67951, 1.61501, 0.41563], [-0.46324, -0.87202, 0.46384], [0.76104, -1.61891, 0.35290], [2.96095, 0.61702, -0.25895], [-0.92090, -2.76555, -0.38776], [-0.26666, -1.35941, -1.63439], [-0.02600, 2.61281, 0.37432], [-1.51909, 1.59806, -0.27645], [-1.05129, 1.43571, 1.43023]],
  "forces_ev_per_a": [[-0.5, -1.1, -0.6], [-3.1, -3.8, 1.0], [0.8, -2.2, -1.1], [1.9, 1.8, 0.5], [-0.5, 2.9, 2.0], [2.0, 1.7, -1.6], [0.7, 0.4, 0.0], [0.8, 2.0, -0.8], [-0.2, -0.5, 0.8], [-1.7, -2.1, 0.0], [0.0, 0.3, -0.1], [-0.2, 0.6, -0.1]],
  "mulliken_charge": [0.48, 0.03, 0.01, -0.89, -0.30, -0.44, -0.16, 0.21, 0.26, 0.26, 0.26, 0.28],
  "orbital_gap_ev": 9.7198,
  "total_energy_ev": -19726.235,
  "lumo_ev": 0.80
}

{
  "formula": "C4H5ClN2O",
  "method": "the ωB97M-V functional and the def2-TZVPD basis",
  "symbols": ["C", "C", "C", "C", "N", "N", "O", "Cl", "H", "H", "H", "H", "H"],
  "coordinates": [[-1.22243, 0.74371, -1.18007], [-0.99874, -0.48354, -0.54113], [0.70300, 1.62426, -0.41595], [0.88946, 0.49496, 0.41595], [-0.32148, 1.73853, -1.19838], [0.09178, -0.59199, 0.23466], [1.97889, 0.47206, 1.09701], [1.42845, -1.78115, 2.50653], [-2.16406, 0.69880, -1.80260], [-1.52361, -1.33828, -0.62973], [1.33153, 2.44347, -0.61776], [0.61292, -1.33692, 0.78736], [1.91951, -0.54776, 1.77001]],
  "forces_ev_per_a": [[-1.8, -2.9, -0.5], [1.8, 3.6, 0.0], [-1.5, 0.1, -0.8], [2.2, 0.7, -0.7], [-1.5, -0.4, -0.3], [2.2, 1.6, 0.9], [-0.9, -1.0, 0.4], [0.2, -0.8, 0.4], [1.3, 0.9, 0.6], [-2.1, -2.4, -0.5], [1.6, 0.5, 1.0], [-1.7, -0.8, -0.3], [0.3, 0.9, -0.1]],
  "mulliken_charge": [-0.18, -0.24, -0.10, 0.53, -0.53, 0.02, -0.54, -0.61, 0.29, 0.50, 0.46, 0.06, 0.35],
  "orbital_gap_ev": 9.2149,
  "total_energy_ev": -21778.351,
  "lumo_ev": -0.61
}

{
  "formula": "C4H5ClO",
  "method": "the ωB97M-V functional and the def2-TZVPD basis",
  "symbols": ["C", "C", "C", "O", "C", "Cl", "H", "H", "H", "H", "H"],
  "coordinates": [[-2.15303, -0.93063, -0.19313], [-1.19663, -0.16572, -0.18082], [0.16534, 0.43873, -0.30500], [0.01934, 1.78020, 0.10340], [1.21786, -0.39723, 0.45384], [2.89468, -0.19379, -0.22099], [-2.99360, -1.45659, 0.13593], [0.51322, 0.40859, -1.34496], [-0.79211, 2.06380, -0.26790], [1.04555, -1.41937, 0.26242], [1.27938, -0.12799, 1.55721]],
  "forces_ev_per_a": [[2.2, 2.2, 0.6], [-0.5, -2.5, -0.6], [-0.7, -0.3, -0.3], [2.0, -0.2, 0.9], [0.5, 1.9, 1.2], [-0.5, 0.3, 0.2], [-0.8, -0.5, -0.1], [-0.4, -0.1, -0.1], [-1.2, 0.7, -0.5], [-0.6, -1.1, 0.2], [-0.3, -0.5, -1.5]],
  "mulliken_charge": [-0.21, -0.60, 0.45, -0.51, -0.53, -0.21, 0.43, 0.19, 0.32, 0.33, 0.33],
  "orbital_gap_ev": 11.2122,
  "smiles": "C#C[C@@H](O)CCl",
  "total_energy_ev": -18796.379,
  "lumo_ev": 0.71
}

{
  "formula": "C4H5ClO",
  "method": "the ωB97M-V functional and the def2-TZVPD basis",
  "symbols": ["O", "C", "C", "C", "C", "Cl", "H", "H", "H", "H", "H"],
  "coordinates": [[1.70312, 0.88076, -1.98934], [0.72996, 1.01479, -1.31643], [0.66659, 0.70470, 0.17643], [-0.17719, -0.57728, 0.70982], [-1.41291, -1.17254, 0.57376], [-1.56012, -2.78312, 1.06258], [-0.20722, 1.38392, -1.72582], [1.66231, 0.76334, 0.49516], [0.34531, 1.64362, 0.67900], [0.30318, -1.20673, 1.40714], [-2.05305, -0.65147, -0.07231]],
  "forces_ev_per_a": [[0.6, 0.0, -0.3], [-0.9, -0.7, 1.0], [-2.5, 0.0, 0.6], [-0.8, 0.1, -0.2], [4.0, 3.0, -1.1], [-0.8, -0.5, 0.4], [-0.5, 0.2, -0.5], [1.7, -1.3, 0.7], [-0.8, -0.5, -0.4], [1.8, -0.2, 0.5], [-1.8, -0.3, -0.7]],
  "mulliken_charge": [-0.43, 0.08, -0.66, -0.33, -0.18, -0.16, 0.32, 0.38, 0.31, 0.30, 0.38],
  "orbital_gap_ev": 10.2373,
  "smiles": "O=CC/C=C/Cl",
  "total_energy_ev": -18796.593,
  "lumo_ev": 0.75
}

{
  "formula": "C4H5ClO",
  "method": "the ωB97M-V functional and the def2-TZVPD basis",
  "symbols": ["C", "C", "C", "C", "O", "Cl", "H", "H", "H", "H", "H"],
  "coordinates": [[-0.94798, -1.30537, -1.03996], [-1.79420, -0.43876, -0.60331], [1.32239, 1.20178, 0.48710], [0.58526, 0.46755, 1.49537], [1.43949, -0.27992, 0.80198], [-3.10978, 0.22432, -1.24678], [-1.02401, -1.92833, -2.10062], [-0.14501, -1.60450, -0.45264], [0.77849, 1.41458, -0.53930], [2.30314, 1.73172, 0.64346], [0.59220, 0.51695, 2.55469]],
  "forces_ev_per_a": [[-0.3, -2.3, -3.4], [1.0, -0.2, 0.5], [-0.1, -0.1, -2.1], [-0.3, 0.8, -0.4], [0.5, 0.4, -0.7], [-2.0, 1.1, -0.7], [-0.1, 1.9, 2.6], [1.4, -0.4, 1.0], [1.3, -0.5, 2.2], [-1.3, -0.5, 0.1], [-0.1, 0.0, 0.9]],
  "mulliken_charge": [-0.44, 0.05, -0.08, -0.28, -0.29, -0.14, 0.19, 0.30, 0.18, 0.24, 0.28],
  "orbital_gap_ev": [9.2958, 7.6758],
  "total_energy_ev": -18791.862,
  "lumo_ev": [0.47, -0.53]
}

{
  "formula": "C4H5ClO",
  "method": "the ωB97M-V functional and the def2-TZVPD basis",
  "symbols": ["C", "C", "C", "Cl", "H", "H", "H", "C", "O", "H", "H"],
  "coordinates": [[0.23695, 1.00848, 2.65297], [-0.47927, 0.48496, 1.74720], [-1.16013, 0.02975, 0.80094], [-0.61333, 0.90330, -0.62872], [1.10666, 0.45461, 3.07111], [0.08094, 2.08467, 3.01004], [-2.01922, -0.66592, 0.68813], [0.75626, -1.05182, -2.86877], [-0.30347, -1.51653, -2.50106], [1.18144, -1.38570, -3.78290], [1.21318, -0.34580, -2.18894]],
  "forces_ev_per_a": [[2.0, 2.0, 2.4], [-0.1, -0.3, 2.3], [-1.8, -0.8, -3.1], [-0.4, -0.2, -1.1], [-0.6, 0.6, -0.5], [0.0, -1.8, -0.3], [0.9, 0.8, 0.3], [-2.1, -0.7, 1.7], [0.5, 0.0, -0.6], [0.8, -0.1, -1.1], [0.8, 0.6, -0.1]],
  "mulliken_charge": [-0.59, 0.13, -0.14, -0.19, 0.23, 0.22, 0.34, -0.11, -0.38, 0.28, 0.20],
  "orbital_gap_ev": 10.1767,
  "smiles": "C=C=CCl.C=O",
  "total_energy_ev": -18795.378,
  "lumo_ev": 0.84
}

{
  "formula": "C4H5ClO",
  "method": "the ωB97M-V functional and the def2-TZVPD basis",
  "symbols": ["C", "C", "C", "C", "O", "Cl", "H", "H", "H", "H", "H"],
  "coordinates": [[-2.29726, -1.14763, -0.04415], [-1.01848, -0.72737, 0.02496], [2.66304, 1.01194, -0.01425], [-0.44309, 0.41551, 0.61505], [1.60466, 0.46596, -0.00261], [-1.00696, 1.79850, -0.10128], [-2.57019, -2.11191, -0.37871], [-3.10727, -0.64177, 0.25255], [-0.16593, -1.50648, -0.15115], [3.62940, 0.41270, -0.45396], [2.71209, 2.03054, 0.25355]],
  "forces_ev_per_a": [[3.2, -0.8, -0.9], [1.3, -3.1, -0.6], [1.8, -2.3, -1.7], [-0.9, 0.0, 1.9], [0.1, -1.0, -0.7], [-0.4, 1.6, -0.6], [0.3, -1.1, -0.3], [-2.6, 2.5, 1.1], [-1.6, 1.2, 0.0], [-1.8, 1.5, 1.2], [0.6, 1.6, 0.5]],
  "mulliken_charge": [-0.84, 0.12, -0.16, 0.10, -0.29, -0.11, 0.25, 0.30, 0.17, 0.20, 0.27],
  "orbital_gap_ev": 7.9672,
  "total_energy_ev": -18793.144,
  "lumo_ev": 0.17
}

{
  "formula": "C4H5CuLiO2",
  "method": "the ωB97M-V functional and the def2-TZVPD basis",
  "symbols": ["H", "C", "C", "O", "Cu", "H", "H", "C", "C", "O", "Li", "H", "H"],
  "coordinates": [[2.20519, -0.67017, 0.77410], [1.51055, -0.74900, -0.07590], [0.36631, -1.44792, 0.07964], [1.86951, -0.10252, -1.17860], [3.51369, 0.47874, -1.68857], [0.17390, -1.96763, 1.01841], [-0.32669, -1.59696, -0.75500], [-2.13777, 0.91775, 1.23070], [-1.67973, 1.31966, 0.07045], [-1.16144, 1.53329, -0.96312], [0.37908, 0.70410, -1.89953], [-1.78539, 1.41503, 2.13485], [-2.92721, 0.16561, 1.25258]],
  "forces_ev_per_a": [[-0.2, -0.1, -0.3], [-0.3, -0.3, 0.5], [0.4, 0.1, 0.0], [-2.2, -0.4, 0.3], [1.6, 0.7, -0.6], [0.0, 0.2, -0.3], [0.2, 0.0, 0.2], [-0.1, 0.6, -0.5], [0.4, -0.9, 0.5], [-0.4, 0.2, 0.2], [0.5, -0.1, 0.3], [-0.1, -0.2, -0.3], [0.3, 0.3, 0.0]],
  "lowdin_spin": [0.00, 0.02, 0.00, 0.15, 0.71, 0.00, 0.00, 0.00, 0.00, 0.00, 0.12, 0.00, 0.00],
  "orbital_gap_ev": [4.5918, 7.2841],
  "s_squared": 0.753,
  "spin_multiplicity": 2,
  "total_energy_ev": -53165.852,
  "lumo_ev": [-0.32, -0.45]
}

- Which formula does entry 8 have?
  C4H5CuLiO2